No. 1
Here is C5H7NO in the gas phase from the Open Molecules 2025 dataset. Energies are from ωB97M-V with the def2-TZVPD basis set.

* orbital gap: 9.744 eV

Geometry (Å):
1 C -2.81016 0.00137 -0.47862
2 C -1.78395 -0.70715 -0.11403
3 C -0.67155 -1.29404 0.25254
4 C 0.56937 -0.47520 0.29753
5 O 1.71434 -1.11713 0.67025
6 N 0.54004 0.73488 -0.05715
7 C 1.76653 1.49340 -0.13475
8 H -2.98878 0.24397 -1.52278
9 H -3.48706 0.40488 0.26669
10 H -0.63751 -2.36451 0.45204
11 H 1.52795 -2.04867 0.84334
12 H 2.57962 0.92698 -0.60675
13 H 2.10833 1.80833 0.85883
14 H 1.57281 2.39290 -0.72713

No. 2
Here is C5H7NO in the gas phase from the Open Molecules 2025 dataset. Energies are from ωB97M-V with the def2-TZVPD basis set.

* orbital gap: 10.707 eV

Geometry (Å):
1 C 0.22400 -2.00183 -0.18699
2 C -0.49660 -0.82257 -0.79911
3 O -1.36807 -0.96460 -1.62759
4 C -0.18232 0.54168 -0.30380
5 C -0.46969 1.13995 1.04188
6 C 0.84175 1.31313 0.34629
7 N 0.37008 1.69234 -0.98873
8 H -0.46543 -2.55284 0.46128
9 H 1.10675 -1.71095 0.38802
10 H 0.51664 -2.66916 -1.00123
11 H -1.19260 1.95675 1.09916
12 H -0.49069 0.44529 1.88441
13 H 1.86881 1.13855 0.63416
14 H -0.26264 2.49425 -0.94774

No. 3
Here is C5H7NO in the gas phase from the Open Molecules 2025 dataset. Energies are from ωB97M-V with the def2-TZVPD basis set.

* orbital gap: 8.319 eV

Geometry (Å):
1 O 1.86547 0.17843 0.06198
2 C 1.07523 -0.60942 -0.60794
3 N 0.09557 -1.25061 0.07124
4 C -0.64463 -0.47905 1.11751
5 C -0.54786 1.00810 0.83278
6 C -0.60976 1.27944 -0.50261
7 C -0.28307 0.93855 -1.67006
8 H 1.44503 -1.02076 -1.54035
9 H -0.50641 -1.79635 -0.53166
10 H -0.20430 -0.70770 2.09390
11 H -1.66206 -0.88582 1.10763
12 H -0.51197 1.72870 1.64048
13 H 1.19538 0.77941 0.58352
14 H -0.70663 0.83709 -2.65643

No. 4
Here is C5H7NO in the gas phase from the Open Molecules 2025 dataset. Energies are from ωB97M-V with the def2-TZVPD basis set.

* orbital gap (spin up / spin down): 7.006 / 7.008 eV

Geometry (Å):
1 C 0.48768 -1.42519 0.86146
2 C 0.89258 -0.24089 0.02377
3 C 1.07092 -0.39623 -1.42951
4 N 1.17629 -0.54762 -2.57242
5 C -0.28877 0.59392 0.39024
6 O -0.50260 0.88123 1.63848
7 C -1.25406 1.13164 -0.59460
8 H -0.14550 -2.13370 0.33247
9 H 1.31167 -1.88718 1.40170
10 H -0.02870 0.08580 2.06566
11 H 1.78557 0.24240 0.44275
12 H -1.95708 1.81573 -0.11711
13 H -1.81331 0.28042 -1.00566
14 H -0.73469 1.59967 -1.43724

No. 5
Here is C5H7NO in the gas phase from the Open Molecules 2025 dataset. Energies are from ωB97M-V with the def2-TZVPD basis set.

* orbital gap: 9.963 eV

Geometry (Å):
1 C -2.09189 -0.82401 0.20673
2 C -1.29374 0.02738 -0.73251
3 C -0.58675 1.02964 -0.30146
4 N 0.27589 1.70733 0.27413
5 C 1.19740 0.67891 0.75558
6 C 2.17066 0.18418 -0.26862
7 O 1.08774 0.25301 1.86743
8 H -1.77212 -0.66879 1.23888
9 H -3.16079 -0.61882 0.15087
10 H -1.94424 -1.87868 -0.04075
11 H -1.22500 -0.22843 -1.77687
12 H 2.30781 -0.89841 -0.23472
13 H 3.14239 0.63319 -0.06268
14 H 1.86813 0.47367 -1.26974

No. 6
Here is C5H7NO in the gas phase from the Open Molecules 2025 dataset. Energies are from ωB97M-V with the def2-TZVPD basis set.

* orbital gap: 10.728 eV

Geometry (Å):
1 C 2.34701 1.51159 0.50955
2 C 1.77211 0.45939 0.39015
3 C 1.01364 -0.78966 0.26713
4 C -0.35665 -0.68847 0.95429
5 N -1.16299 0.39326 0.42643
6 C -1.86233 0.23551 -0.73029
7 O -1.99798 -0.82114 -1.31549
8 H 2.87654 2.43425 0.60389
9 H 1.58366 -1.61754 0.70496
10 H 0.85661 -1.02688 -0.79102
11 H -0.90890 -1.61788 0.79854
12 H -0.23017 -0.53690 2.03016
13 H -0.93553 1.33342 0.71535
14 H -2.32280 1.17783 -1.08186

No. 7
Here is C5H7NO in the gas phase from the Open Molecules 2025 dataset. Energies are from ωB97M-V with the def2-TZVPD basis set.

* orbital gap: 9.932 eV

Geometry (Å):
1 C 0.12206 -1.86608 -0.04612
2 C 0.36775 -0.37078 -0.09363
3 C -0.37894 0.46484 -1.10454
4 C -0.60512 1.66423 -0.57363
5 N -0.15665 1.75747 0.78745
6 C 0.06780 0.38765 1.18315
7 O 0.08880 -0.01024 2.31481
8 H 0.13185 -2.31420 -1.04524
9 H -0.85546 -2.06182 0.40450
10 H 0.87839 -2.36100 0.56706
11 H 1.44467 -0.10808 -0.16248
12 H -0.70877 0.11677 -2.07657
13 H -1.15458 2.49678 -0.99810
14 H 0.75821 2.20447 0.84335

No. 8
Here is C5H7NO in the gas phase from the Open Molecules 2025 dataset. Energies are from ωB97M-V with the def2-TZVPD basis set.

* orbital gap: 7.251 eV

Geometry (Å):
1 C -1.40270 -0.83444 -0.41144
2 N -1.51060 0.65296 -0.28169
3 C -0.23133 -0.06186 -0.01323
4 C 0.85647 0.24053 0.98437
5 C 1.83765 -0.40368 0.01275
6 C 0.91142 0.51002 -0.89050
7 O 1.02457 1.51755 0.37578
8 H -2.01404 -1.35945 0.31959
9 H -1.47721 -1.19299 -1.43599
10 H -2.09438 1.06700 0.43586
11 H 0.80325 0.17897 2.08761
12 H 1.78888 -1.48723 -0.15760
13 H 2.86202 -0.03725 0.10088
14 H -1.35399 1.20987 -1.12640

No. 9
Here is C5H7NO in the gas phase from the Open Molecules 2025 dataset. Energies are from ωB97M-V with the def2-TZVPD basis set.

* orbital gap: 9.409 eV

Geometry (Å):
1 C -1.40796 -1.43598 -1.38599
2 C -0.57772 -0.67607 -0.40604
3 C 0.21452 0.39900 -0.61244
4 C 0.74220 0.78915 0.65925
5 N 1.58660 1.90989 0.82849
6 C 0.24107 -0.10850 1.55079
7 O -0.57565 -1.00100 0.91960
8 H -1.47715 -2.50430 -1.16376
9 H -0.94050 -1.31862 -2.36967
10 H -2.42489 -1.03198 -1.45744
11 H 0.41607 0.88114 -1.55754
12 H 1.22514 2.64999 1.40637
13 H 2.56207 1.71385 0.98217
14 H 0.41620 -0.26658 2.60619

No. 10
Here is 2 unconnected molecules or ions with the total composition C5H7NO from the Open Molecules 2025 dataset. Energies are from ωB97M-V with the def2-TZVPD basis set.

* orbital gap (spin up / spin down): 8.540 / 8.535 eV

Geometry (Å):
1 O -0.93540 0.92429 2.57995
2 C -0.99002 0.28452 1.60554
3 C -0.18530 0.22074 0.14424
4 C -0.51627 0.51993 -1.29270
5 N 0.82667 -0.11724 -1.31458
6 C -0.07698 -1.28422 0.19724
7 C 1.22496 0.69847 -0.16008
8 H -0.94734 -1.14568 1.39548
9 H -1.30643 -0.05112 -1.78342
10 H -0.52112 1.57781 -1.57486
11 H -0.69054 -1.89495 -0.46010
12 H 0.83263 -1.75192 0.56487
13 H 2.05760 0.30522 0.42688
14 H 1.31006 1.77316 -0.35271

No. 11
Here is a molecular structure, C5H7NO from the Open Molecules 2025 dataset. Energies are from ωB97M-V with the def2-TZVPD basis set.

* orbital gap (spin up / spin down): 7.220 / 8.158 eV

Geometry (Å):
1 O 0.44712 -0.33596 1.57308
2 C -0.81229 0.00789 1.06025
3 C -0.71571 1.39217 0.43565
4 N -0.21571 0.64741 -0.77853
5 C 0.99663 0.09069 -0.90700
6 C 0.49201 -1.33161 -0.82379
7 C -0.81655 -0.64693 -0.35311
8 H -1.66090 1.87722 0.18821
9 H -0.00376 2.10922 0.86262
10 H 0.74885 0.36604 2.15870
11 H 1.94891 0.57815 -0.73559
12 H 1.00612 -1.97762 -0.11164
13 H 0.36115 -1.85169 -1.77856
14 H -1.77587 -0.92498 -0.79030

No. 12
Here is a molecular structure, C5H7NO from the Open Molecules 2025 dataset. Energies are from ωB97M-V with the def2-TZVPD basis set.

* orbital gap: 9.839 eV

Geometry (Å):
1 O -1.65762 1.33581 1.35612
2 C -0.92244 0.68910 0.65760
3 C -1.23180 -0.08267 -0.63333
4 N 0.07966 -0.73442 -0.89742
5 C 0.95008 0.46987 -0.71809
6 C 0.56345 0.41385 0.78082
7 C 0.54612 -1.10619 0.49483
8 H -1.41606 0.65406 -1.42530
9 H -2.06038 -0.79355 -0.53960
10 H 0.63662 1.35065 -1.28370
11 H 1.98632 0.18726 -0.92040
12 H 1.09863 0.91344 1.58559
13 H 1.56082 -1.53411 0.49995
14 H -0.13341 -1.76311 1.04291

No. 13
Here is C5H7NO in the gas phase from the Open Molecules 2025 dataset. Energies are from ωB97M-V with the def2-TZVPD basis set.

* orbital gap: 10.091 eV

Geometry (Å):
1 C 1.10071 1.37271 -0.54478
2 C 1.27964 0.36838 0.31750
3 C 0.89754 -1.03660 0.08621
4 C -0.61432 -1.14606 -0.34541
5 C -1.51068 -0.24331 -0.09938
6 N -1.92338 0.91513 0.43176
7 O -2.83607 -0.09989 0.00569
8 H 1.28819 2.37810 -0.51135
9 H 0.64565 1.29229 -1.49445
10 H 2.04958 0.55285 1.23910
11 H 1.38734 -1.61503 -0.67924
12 H 0.95878 -1.61087 1.03430
13 H -0.87517 -2.14173 -0.89862
14 H -1.84783 1.01402 1.45867

No. 14
Here is a molecular structure, C5H7NO from the Open Molecules 2025 dataset. Energies are from ωB97M-V with the def2-TZVPD basis set.

* orbital gap (spin up / spin down): 7.227 / 8.019 eV

Geometry (Å):
1 C 0.29902 1.11178 -0.75469
2 C 0.43718 0.39170 1.19399
3 O -0.61069 -0.35445 1.67185
4 C -0.48554 -1.11269 0.46232
5 C -0.97641 -0.23420 -0.67203
6 N 0.95596 -0.12208 -1.08839
7 C 0.98584 -0.65432 0.25053
8 H -0.27408 1.55820 -1.58870
9 H 0.88394 1.96225 -0.34272
10 H 0.82629 1.20013 1.80505
11 H -0.88256 -2.12805 0.53123
12 H -1.15492 -0.72957 -1.62760
13 H -1.83763 0.38692 -0.38826
14 H 1.83361 -1.27561 0.54743

No. 15
Here is C5H7NO in the gas phase from the Open Molecules 2025 dataset. Energies are from ωB97M-V with the def2-TZVPD basis set.

* orbital gap: 9.633 eV

Geometry (Å):
1 C 1.60259 -1.00451 0.74419
2 N 0.37339 -1.23138 0.55674
3 C -0.55806 -0.21220 0.99481
4 C -1.39351 0.24858 -0.18738
5 C -0.54904 0.61003 -1.37150
6 C 0.72315 0.93006 -1.38873
7 O 1.84430 1.25332 -1.47745
8 H 2.33151 -1.74483 0.42236
9 H 2.00408 -0.10202 1.23210
10 H -0.03482 0.64803 1.44622
11 H -1.23710 -0.64031 1.73831
12 H -2.00116 1.11089 0.11807
13 H -2.07381 -0.55187 -0.49427
14 H -1.03151 0.68621 -2.33348

No. 16
Here is C5H7NO in the gas phase from the Open Molecules 2025 dataset. Energies are from ωB97M-V with the def2-TZVPD basis set.

* orbital gap: 8.653 eV

Geometry (Å):
1 C 0.44726 -1.56021 -1.49255
2 C 0.47618 -0.35617 -0.63628
3 C 0.66192 0.93422 -0.97645
4 O -0.00102 1.75798 -0.04411
5 C -0.46021 0.90229 0.92713
6 N -1.11284 1.31524 2.09885
7 C -0.17321 -0.38272 0.62914
8 H 0.74384 -2.43049 -0.90508
9 H 1.00811 -1.47026 -2.42261
10 H -0.61979 -1.66853 -1.73745
11 H 1.18222 1.27246 -1.88294
12 H -0.94983 2.26605 2.38455
13 H -0.89251 0.67265 2.86066
14 H -0.32789 -1.27074 1.22451

For the records above, the corresponding ΔE to the lowest compared entry with this formula, charge and spin values read 54.1 71.6 101.6 96.2 43.6 38.7 21.5 168.0 20.6 159.5 131.6 45.6 128.0 195.2 45.6 28.7 kcal/mol.